# 1
DFT (ωB97M-V/def2-TZVPD) results for H10O6V as an isolated structure at a distorted geometry.

Results
Spin multiplicity: 3
Energy above the lowest of the compared OMol25 structures with the same formula, charge and spin: 19.6 kJ/mol
Calculated total energy: -38129.3369 eV
Net charge: +1

XYZ file:
```
17
Properties=species:S:1:pos:R:3:mulliken_spin:R:1
O -0.964 -1.608 -0.256 -0.020
V -0.208 -0.304 0.084 1.977
O 1.226 -0.521 -1.448 0.003
H 1.329 -0.043 -2.270 0.004
H 1.972 -1.121 -1.423 0.002
O -1.395 0.580 -1.576 0.002
H -1.758 0.109 -2.326 0.004
H -1.160 1.440 -1.924 -0.005
O -1.831 0.225 1.426 0.004
H -2.785 0.225 1.347 0.006
H -1.666 0.457 2.340 -0.001
O 1.317 -1.523 1.201 0.013
H 1.527 -2.441 1.026 -0.001
H 1.769 -1.326 2.022 0.005
O 0.787 1.571 0.569 0.006
H 0.451 2.213 1.194 0.000
H 1.389 2.067 0.015 0.002
```



# 2
DFT (ωB97M-V/def2-TZVPD) results for one molecule with the formula C3H5NOS at a distorted geometry.

Results
Spin multiplicity: 1
SMILES: [S-][N+]1=COCC1
Energy above the lowest of the compared OMol25 structures with the same formula, charge and spin: 252.6 kJ/mol
Calculated total energy: -17562.6495 eV
Net charge: 0

XYZ file:
```
11
Properties=species:S:1:pos:R:3:nbo_charge:R:1
S 0.955 1.094 2.387 -0.256
N 0.165 0.491 1.017 -0.420
C -0.984 0.896 0.492 0.401
O -1.285 0.290 -0.652 -0.453
C -0.235 -0.467 -1.153 -0.091
C 0.752 -0.521 0.069 -0.251
H -1.604 1.574 1.045 0.228
H 0.144 -0.043 -2.055 0.189
H -0.376 -1.503 -1.619 0.207
H 0.668 -1.454 0.526 0.209
H 1.801 -0.356 -0.058 0.237
```



# 3
DFT (ωB97M-V/def2-TZVPD) results for a 2-piece molecular cluster, C2H2N2O overall at a distorted geometry.

Results
Spin multiplicity: 1
SMILES: N#CC#N.O
Energy above the lowest of the compared OMol25 structures with the same formula, charge and spin: 211.9 kJ/mol
Calculated total energy: -7131.6473 eV
Net charge: 0

XYZ file:
```
7
Properties=species:S:1:pos:R:3:nbo_charge:R:1
N -2.600 -0.448 2.122 -0.177
C -1.745 -0.332 1.406 0.177
C -0.571 0.085 0.746 0.191
N 0.389 0.702 0.786 -0.183
O 1.429 0.257 -1.774 -0.985
H 1.118 0.057 -0.936 0.482
H 1.980 -0.321 -2.348 0.496
```



# 4
DFT (ωB97M-V/def2-TZVPD) results for C6CoO6 as an isolated structure at a distorted geometry.

Results
Spin multiplicity: 5
Calculated total energy: -56088.4419 eV
Net charge: +3

XYZ file:
```
13
Properties=species:S:1:pos:R:3:mulliken_spin:R:1
O 0.000 0.000 -3.515 -0.038
C 0.000 0.000 -2.384 0.254
Co 0.000 0.000 0.302 3.429
O 1.864 -2.379 -0.011 0.017
C 1.154 -1.473 0.104 0.060
C -1.154 1.473 0.104 0.060
O -1.864 2.379 -0.012 0.017
C -1.473 -1.154 0.104 0.060
O -2.379 -1.864 -0.012 0.017
C 1.473 1.154 0.104 0.060
O 2.379 1.864 -0.011 0.017
O 0.000 0.000 3.188 0.149
C 0.000 0.000 2.038 -0.101
```



# 5
DFT (ωB97M-V/def2-TZVPD) results for C23H57IInO4 as an isolated structure.

Results
Spin multiplicity: 1
Calculated total energy: -46237.7238 eV
Net charge: -1

XYZ file:
```
86
Properties=species:S:1:pos:R:3:mulliken_charge:R:1
C 0.031 1.032 -0.843 -0.279
C 0.761 -0.179 -1.428 -0.426
C 2.257 0.073 -1.635 -0.378
I 2.619 0.716 -3.671 -0.129
In 3.675 -1.566 -1.032 0.950
C 5.623 -0.573 -0.584 -1.922
C 5.553 0.689 0.294 1.039
C 4.668 0.463 1.515 -1.554
C 5.102 1.901 -0.535 -0.913
H -1.058 0.924 -0.878 0.249
H 0.325 1.214 0.191 0.022
H 0.292 1.924 -1.423 -0.059
H 0.274 -0.462 -2.364 0.380
H 0.652 -1.039 -0.755 0.242
H 2.530 0.980 -1.093 -0.154
H 3.854 -2.803 -2.284 -0.435
H 2.961 -2.321 0.422 -0.443
H 6.087 -0.315 -1.544 0.407
H 6.262 -1.332 -0.120 0.471
H 6.556 0.918 0.689 0.441
H 5.091 -0.303 2.171 0.436
H 4.568 1.392 2.093 0.453
H 3.668 0.129 1.234 0.105
H 4.359 2.517 -0.018 0.021
H 4.655 1.578 -1.476 0.029
H 5.935 2.560 -0.787 0.410
C -1.220 -0.394 3.937 -1.292
C -0.097 -0.382 2.913 0.042
O 0.618 0.838 2.859 -0.386
C 1.279 1.220 4.051 -0.385
C 2.300 0.214 4.550 -0.939
H -1.912 0.430 3.761 0.276
H -1.772 -1.332 3.862 0.386
H -0.846 -0.315 4.959 0.404
H -0.504 -0.503 1.907 0.055
H 0.578 -1.228 3.079 0.295
H 0.551 1.443 4.843 0.334
H 1.773 2.158 3.796 0.327
H 1.835 -0.734 4.827 0.316
H 2.802 0.606 5.436 0.415
H 3.049 0.018 3.785 0.141
C -5.422 -0.976 -1.683 -0.631
C -5.915 -0.540 -0.315 -0.427
O -5.192 -1.109 0.760 -0.462
C -3.817 -0.753 0.828 0.234
C -3.577 0.731 1.030 -1.093
H -5.443 -2.064 -1.752 -0.058
H -6.065 -0.566 -2.463 0.433
H -4.404 -0.641 -1.885 0.209
H -6.940 -0.882 -0.163 0.377
H -5.928 0.554 -0.243 0.311
H -3.277 -1.109 -0.056 0.080
H -3.435 -1.313 1.682 0.130
H -3.928 1.325 0.185 0.393
H -2.508 0.921 1.135 0.249
H -4.084 1.079 1.931 0.281
C 1.399 5.042 -2.597 -1.355
C 2.276 4.261 -1.633 0.551
O 3.420 4.974 -1.192 -0.424
C 3.168 6.141 -0.445 -0.283
C 2.414 5.899 0.854 -1.079
H 1.980 5.362 -3.463 0.334
H 0.593 4.396 -2.947 0.419
H 0.947 5.922 -2.135 0.314
H 2.658 3.373 -2.134 -0.169
H 1.684 3.912 -0.779 0.125
H 2.642 6.893 -1.049 0.292
H 4.159 6.542 -0.225 0.355
H 1.404 5.529 0.679 0.276
H 2.333 6.834 1.413 0.426
H 2.943 5.170 1.470 0.240
C -4.870 -5.037 -0.434 -1.024
C -3.849 -4.505 -1.425 -0.050
O -2.798 -5.402 -1.719 -0.416
C -3.175 -6.626 -2.315 -0.331
C -3.870 -6.477 -3.658 -1.017
H -4.380 -5.333 0.494 0.288
H -5.596 -4.256 -0.203 0.356
H -5.417 -5.897 -0.824 0.338
H -3.352 -3.631 -1.003 0.043
H -4.349 -4.175 -2.345 0.252
H -3.796 -7.220 -1.632 0.283
H -2.234 -7.162 -2.443 0.357
H -4.835 -5.974 -3.569 0.252
H -4.052 -7.464 -4.087 0.390
H -3.247 -5.908 -4.349 0.278
```



# 6
DFT (ωB97M-V/def2-TZVPD) results for one molecule with the formula C2H5Cl2PS2 at a distorted geometry.

Results
Spin multiplicity: 1
SMILES: CCSP(=S)(Cl)Cl
Energy above the lowest of the compared OMol25 structures with the same formula, charge and spin: 22.6 kJ/mol
Calculated total energy: -58160.0600 eV
Net charge: 0

XYZ file:
```
12
Properties=species:S:1:pos:R:3:nbo_charge:R:1
C 0.719 0.005 -0.155 -0.637
C -0.534 -0.609 -0.736 -0.569
S -1.748 -1.484 0.322 -0.013
P -3.583 0.168 0.089 0.884
S -2.862 1.876 -0.530 -0.438
Cl -4.603 0.137 1.811 -0.178
Cl -4.779 -0.717 -1.264 -0.204
H 1.687 -0.500 -0.308 0.221
H 1.027 0.903 -0.585 0.221
H 0.502 0.290 1.002 0.222
H -0.444 -1.323 -1.625 0.233
H -1.207 0.216 -1.052 0.257
```



# 7
DFT (ωB97M-V/def2-TZVPD) results for one molecule with the formula C3H4ClNS at a distorted geometry.

Results
Spin multiplicity: 1
Energy above the lowest of the compared OMol25 structures with the same formula, charge and spin: 300.3 kJ/mol
Calculated total energy: -28019.9904 eV
Net charge: 0

XYZ file:
```
10
Properties=species:S:1:pos:R:3:nbo_charge:R:1
C -2.031 0.652 -0.055 0.141
C -0.462 0.607 0.024 -0.422
C -0.001 -0.788 0.453 -0.592
N -2.744 0.044 0.736 -0.268
S -0.759 -1.183 2.014 0.204
Cl -2.633 1.754 -1.316 0.009
H -0.111 0.550 -1.033 0.218
H 0.062 1.394 0.456 0.237
H -0.259 -1.426 -0.424 0.219
H 1.047 -0.547 0.475 0.254
```